C42H82Br6F3NiO18S8 as an isolated structure in a non-equilibrium geometry. Source: the OMol25 dataset; level of theory: ωB97M-V/def2-TZVPD.

Cartesian coordinates (Å):
Ni -18.754 -26.807 26.626
C -17.261 -28.877 29.092
O -18.374 -29.569 29.608
O -17.658 -27.979 28.080
C -16.233 -28.527 30.295
F -15.739 -29.689 30.708
F -15.256 -27.719 30.055
F -16.789 -27.942 31.387
C -19.493 -30.185 28.957
C -20.376 -30.771 30.000
H -21.375 -30.889 29.582
H -20.049 -31.757 30.332
H -20.436 -30.237 30.949
H -19.291 -30.962 28.219
H -20.049 -29.425 28.408
H -16.716 -29.705 28.637
C -19.340 -30.163 22.149
C -17.931 -29.597 22.565
C -17.751 -30.116 23.975
S -19.308 -29.715 24.815
O -18.983 -28.458 25.510
O -19.717 -30.979 25.524
C -20.213 -29.537 23.230
H -19.301 -31.252 22.178
H -19.577 -29.961 21.104
H -17.924 -28.511 22.477
H -17.185 -30.009 21.885
H -16.955 -29.616 24.527
H -17.693 -31.205 23.992
H -20.153 -28.455 23.114
H -21.273 -29.719 23.406
C -20.394 -29.834 34.180
C -21.475 -30.857 33.781
C -22.607 -30.172 32.990
S -22.474 -28.291 33.318
O -23.656 -27.811 34.055
O -22.068 -27.617 32.058
C -21.147 -28.560 34.525
H -19.689 -29.736 33.354
H -19.653 -30.264 34.853
H -21.989 -31.249 34.659
H -21.045 -31.796 33.431
H -23.658 -30.372 33.199
H -22.530 -30.267 31.907
H -21.727 -28.780 35.421
H -20.656 -27.590 34.597
C -13.060 -32.397 33.006
C -14.001 -31.165 32.702
C -15.447 -31.324 33.016
S -15.342 -32.453 34.607
O -16.357 -33.456 34.460
O -15.238 -31.622 35.777
C -13.617 -33.152 34.241
H -12.055 -31.974 33.008
H -13.191 -33.095 32.179
H -13.970 -30.883 31.649
H -13.627 -30.255 33.171
H -15.939 -31.922 32.249
H -16.028 -30.449 33.306
H -13.864 -34.124 33.814
H -13.091 -33.521 35.122
C -24.114 -25.550 28.183
C -23.488 -26.356 29.363
C -22.871 -27.701 28.798
S -22.324 -27.272 27.075
O -22.934 -28.163 26.112
O -20.841 -27.046 27.043
C -23.064 -25.607 27.049
H -24.178 -24.478 28.364
H -25.019 -26.037 27.817
H -24.321 -26.485 30.053
H -22.799 -25.711 29.909
H -23.669 -28.388 28.519
H -22.063 -28.151 29.375
H -23.337 -25.417 26.011
H -22.243 -24.911 27.217
C -13.823 -24.609 26.410
C -13.833 -24.270 24.966
C -15.292 -24.585 24.554
S -15.573 -26.293 25.260
O -15.185 -27.375 24.358
O -16.905 -26.270 25.800
C -14.286 -26.041 26.549
H -14.361 -23.905 27.045
H -12.848 -24.480 26.878
H -13.100 -24.835 24.391
H -13.605 -23.220 24.781
H -15.539 -24.460 23.500
H -16.023 -23.942 25.044
H -13.458 -26.639 26.169
H -14.593 -26.521 27.478
C -19.118 -24.165 31.454
C -20.460 -23.818 30.736
C -20.225 -23.429 29.237
S -18.573 -24.243 28.756
O -17.512 -23.264 28.645
O -18.718 -25.216 27.699
C -18.328 -25.077 30.439
H -19.480 -24.449 32.442
H -18.550 -23.294 31.780
H -20.708 -22.850 31.171
H -21.166 -24.648 30.710
H -19.930 -22.386 29.126
H -20.911 -23.486 28.392
H -17.324 -25.470 30.604
H -18.984 -25.935 30.295
C -11.462 -30.527 29.990
C -12.471 -30.334 28.789
C -12.417 -28.792 28.280
S -10.601 -28.356 28.550
O -10.645 -27.179 29.356
O -9.808 -28.387 27.344
C -10.143 -29.824 29.538
H -11.225 -31.512 30.394
H -11.855 -29.942 30.821
H -13.518 -30.487 29.048
H -12.308 -31.033 27.969
H -12.841 -27.994 28.891
H -12.918 -28.577 27.336
H -9.499 -29.652 30.400
H -9.597 -30.545 28.929
C -23.570 -33.315 30.923
C -23.182 -34.772 31.068
C -24.377 -35.650 31.272
S -25.803 -34.782 30.516
O -26.666 -34.272 31.590
O -26.358 -35.557 29.426
C -24.700 -33.380 29.802
H -22.763 -32.714 30.504
H -23.810 -32.871 31.889
H -22.608 -34.948 31.979
H -22.501 -35.068 30.270
H -24.693 -35.670 32.315
H -24.082 -36.647 30.943
H -25.302 -32.482 29.663
H -24.202 -33.594 28.856
Br -18.890 -36.880 26.228
C -18.473 -35.085 26.933
C -19.567 -34.088 26.473
Br -21.113 -34.490 27.711
H -17.543 -34.748 26.475
H -18.350 -35.141 28.014
H -20.025 -34.188 25.489
H -19.312 -33.041 26.636
Br -15.733 -31.314 26.763
C -15.223 -32.940 27.848
C -15.900 -32.769 29.242
Br -15.300 -34.174 30.466
H -14.182 -32.911 28.169
H -15.440 -33.923 27.428
H -16.982 -32.728 29.115
H -15.611 -31.855 29.761
Br -18.937 -34.165 31.130
C -19.187 -34.661 33.006
C -18.649 -36.054 33.299
Br -18.474 -36.308 35.310
H -20.240 -34.565 33.273
H -18.655 -33.913 33.594
H -17.659 -36.069 32.843
H -19.385 -36.743 32.884

Properties
Charge: +1
Spin multiplicity: 3
Energy, Eh: -23440.81725
Highest occupied orbital energy (alpha / beta), eV: -10.8 / -10.7
Relative energy (zero: lowest compared OMol25 entry of this formula, charge and spin), kJ/mol: 0.0

Atomic partial charges in e from the Mulliken method, atoms 1 to 8:
1 Ni 1.154
2 C 0.251
3 O 0.046
4 O 0.771
5 C 0.473
6 F 0.001
7 F -0.321
8 F -0.287

---

A 8-piece molecular cluster, C42H82FNO17 overall in a non-equilibrium geometry. Source: the OMol25 dataset; level of theory: ωB97M-V/def2-TZVPD.

Cartesian coordinates (Å):
C -4.403 -1.881 2.528
C -3.844 -2.865 1.483
C -3.605 -4.255 2.079
C -3.347 -5.367 1.061
C -2.146 -5.141 0.124
C -2.438 -4.279 -1.102
C -1.255 -4.326 -2.084
C -1.598 -3.698 -3.464
C -1.569 -4.804 -4.522
C -1.948 -4.359 -5.967
C -2.061 -2.868 -6.173
O -0.731 -2.291 -6.103
C -0.649 -1.144 -6.799
O 0.197 -1.040 -7.593
N -1.513 -0.061 -6.577
C -2.485 0.145 -7.662
C -3.888 -0.288 -7.323
O -4.578 -0.879 -8.009
F -4.321 0.108 -6.115
H -3.575 -1.433 3.070
H -4.890 -1.063 2.001
H -5.093 -2.366 3.217
H -2.888 -2.456 1.143
H -4.474 -2.894 0.592
H -2.822 -4.173 2.831
H -4.526 -4.525 2.604
H -4.240 -5.629 0.492
H -3.096 -6.263 1.639
H -1.867 -6.129 -0.258
H -1.279 -4.788 0.684
H -3.303 -4.677 -1.636
H -2.598 -3.234 -0.850
H -1.007 -5.380 -2.238
H -0.358 -3.879 -1.656
H -2.548 -3.162 -3.409
H -0.827 -2.947 -3.636
H -2.254 -5.585 -4.197
H -0.557 -5.200 -4.547
H -1.143 -4.689 -6.623
H -2.844 -4.874 -6.311
H -2.786 -2.371 -5.524
H -2.412 -2.718 -7.201
H -1.953 -0.110 -5.663
H -2.517 1.211 -7.903
H -2.150 -0.371 -8.553
C -6.090 1.697 5.812
C -4.882 0.783 5.761
O -4.330 0.711 4.444
C -3.481 1.626 3.939
C -3.267 2.920 4.685
O -2.959 1.422 2.874
H -5.830 2.723 5.548
H -6.525 1.699 6.811
H -6.843 1.363 5.097
H -4.116 1.064 6.487
H -5.187 -0.234 6.006
H -3.900 3.690 4.247
H -2.223 3.208 4.578
H -3.466 2.856 5.752
C 2.879 -0.343 -5.106
C 3.555 -0.111 -3.770
O 2.871 -0.810 -2.715
C 3.061 -2.109 -2.430
C 3.856 -2.972 -3.384
O 2.543 -2.582 -1.452
H 2.890 -1.396 -5.391
H 3.375 0.230 -5.891
H 1.833 -0.037 -5.059
H 4.614 -0.372 -3.787
H 3.503 0.949 -3.515
H 3.165 -3.514 -4.029
H 4.436 -3.685 -2.801
H 4.563 -2.421 -4.000
C -3.698 8.540 2.257
C -4.382 7.193 2.140
O -4.278 6.442 3.353
C -5.101 6.600 4.408
C -6.049 7.777 4.446
O -5.022 5.835 5.331
H -4.158 9.161 3.025
H -3.744 9.075 1.308
H -2.652 8.407 2.537
H -5.424 7.279 1.828
H -3.878 6.596 1.382
H -5.602 8.568 5.047
H -6.976 7.453 4.912
H -6.308 8.173 3.467
C 5.927 5.506 -6.193
C 5.121 4.246 -6.435
O 5.134 3.383 -5.293
C 4.314 3.525 -4.238
C 3.479 4.776 -4.103
O 4.306 2.675 -3.386
H 5.514 6.098 -5.375
H 5.946 6.125 -7.090
H 6.950 5.251 -5.917
H 4.097 4.457 -6.748
H 5.580 3.673 -7.240
H 3.986 5.465 -3.429
H 2.518 4.499 -3.675
H 3.273 5.280 -5.044
C 2.255 3.817 7.291
C 1.002 3.613 6.463
O -0.113 3.241 7.276
C -0.881 4.123 7.948
C -0.434 5.563 8.060
O -1.879 3.743 8.497
H 2.136 4.627 8.011
H 3.104 4.050 6.648
H 2.480 2.914 7.860
H 0.760 4.483 5.850
H 1.154 2.782 5.776
H 0.055 5.705 9.023
H -1.317 6.197 8.008
H 0.234 5.887 7.266
C 1.531 -5.387 4.824
C 0.627 -4.216 4.493
O -0.754 -4.572 4.587
C -1.451 -4.588 5.742
C -0.718 -4.453 7.057
O -2.637 -4.771 5.705
H 1.387 -5.730 5.850
H 2.577 -5.110 4.698
H 1.306 -6.231 4.171
H 0.841 -3.337 5.103
H 0.784 -3.922 3.456
H -0.564 -5.447 7.476
H -1.338 -3.870 7.734
H 0.239 -3.942 6.985
C 7.529 -1.275 -2.823
C 7.937 -2.661 -2.366
O 7.936 -3.595 -3.448
C 8.961 -3.742 -4.313
C 10.085 -2.731 -4.311
O 8.933 -4.637 -5.111
H 8.226 -0.871 -3.559
H 7.485 -0.589 -1.977
H 6.550 -1.312 -3.300
H 8.900 -2.665 -1.852
H 7.203 -3.036 -1.653
H 9.905 -2.004 -5.102
H 11.016 -3.256 -4.513
H 10.216 -2.208 -3.366

Properties
SMILES string: CCCCCCCCCCCOC(=O)NCC(=O)F.CCOC(C)=O.CCOC(C)=O.CCOC(C)=O.CCOC(C)=O.CCOC(C)=O.CCOC(C)=O.CCOC(C)=O
Energy, Eh: -3083.22219
Highest occupied orbital energy, eV: -9.5

Atomic partial charges in e from the Mulliken method, atoms 1 to 8:
1 C -1.229
2 C -0.308
3 C -0.043
4 C -1.116
5 C -0.611
6 C -0.105
7 C -0.988
8 C -0.314

---

Q: Number 1 is which compound?
A: C42H82Br6F3NiO18S8